{
  "formula": "C17H42NNbO2",
  "method": "ωB97M-V/def2-TZVPD",
  "symbols": ["C", "C", "C", "O", "C", "Nb", "C", "O", "C", "H", "H", "H", "H", "H", "H", "H", "H", "H", "H", "H", "H", "H", "H", "H", "H", "H", "H", "C", "C", "C", "C", "N", "C", "C", "C", "C", "C", "C", "C", "H", "H", "H", "H", "H", "H", "H", "H", "H", "H", "H", "H", "H", "H", "H", "H", "H", "H", "H", "H", "H", "H", "H", "H"],
  "coordinates": [[1.036806, 6.630525, 2.886172], [1.202569, 7.396896, 1.526146], [1.877021, 6.507892, 0.419113], [1.062799, 5.359948, 0.242633], [1.732920, 4.139408, 0.586962], [2.311605, 2.871526, -1.261517], [2.358523, 1.098464, 0.238491], [3.058376, -0.072454, -0.252193], [4.438085, 0.102356, -0.003457], [1.801281, 7.022206, 3.587721], [1.228659, 5.541043, 2.795840], [0.011828, 6.721828, 3.300185], [1.879094, 8.266352, 1.662914], [0.190411, 7.704862, 1.196805], [2.931412, 6.288463, 0.675635], [1.877877, 7.063424, -0.544607], [2.651760, 4.270393, 1.202153], [1.059933, 3.469435, 1.190152], [0.543978, 2.513216, -1.656309], [2.290550, 4.356022, -2.346033], [4.078044, 3.271469, -0.932325], [2.847219, 1.758651, -2.629182], [2.880836, 1.512250, 1.146612], [1.317302, 0.872133, 0.577330], [4.675938, 0.320892, 1.059691], [4.887229, 0.908248, -0.629778], [4.938031, -0.852227, -0.272677], [-2.375809, -0.418101, -2.373042], [-1.210902, -0.908910, -1.522501], [-0.747964, -2.319795, -1.870079], [-1.697477, -3.470853, -1.596273], [-1.905033, -3.840750, -0.136637], [-3.006816, -3.035761, 0.525463], [-4.312555, -3.611430, -0.004352], [-4.002253, -5.054351, -0.401955], [-2.526413, -5.246117, -0.097305], [-0.596493, -3.890765, 0.647520], [-0.220012, -2.597261, 1.381776], [1.247553, -2.209820, 1.175379], [-3.265235, -1.044377, -2.249643], [-2.641902, 0.600047, -2.088773], [-2.105177, -0.407166, -3.430907], [-1.473141, -0.814039, -0.467271], [-0.366641, -0.244380, -1.671973], [0.220009, -2.516639, -1.405844], [-0.539067, -2.338634, -2.944926], [-1.277296, -4.362680, -2.064955], [-2.675085, -3.300901, -2.047315], [-2.919018, -3.197715, 1.600104], [-2.896574, -1.980666, 0.295542], [-4.656665, -3.050187, -0.874268], [-5.103289, -3.546989, 0.741737], [-4.205891, -5.213560, -1.461581], [-4.610179, -5.771655, 0.148295], [-2.002527, -5.894295, -0.796294], [-2.405601, -5.627018, 0.915838], [0.172645, -4.230858, -0.045976], [-0.714258, -4.673103, 1.396578], [-0.368468, -2.764198, 2.452221], [-0.847931, -1.748570, 1.122621], [1.910213, -3.062557, 1.337121], [1.529172, -1.423366, 1.874633], [1.425994, -1.825802, 0.170558]],
  "forces_ev_per_a": [[0.5, 0.0, -0.2], [0.4, -0.8, 0.0], [-1.1, 1.0, 0.1], [0.9, -0.4, 0.4], [0.5, -1.7, 0.3], [-0.9, 0.6, 0.3], [0.0, 1.1, 0.3], [0.1, 0.4, 1.0], [0.7, -0.6, -0.6], [-0.7, -0.2, 0.0], [-0.1, 0.6, -0.2], [0.7, 0.2, -0.1], [-0.7, -0.2, 0.0], [0.7, 0.1, -0.1], [-0.5, -0.2, 0.0], [0.1, -0.2, 0.5], [-0.6, 0.3, -0.1], [0.2, 0.7, -0.3], [-0.4, -0.1, -0.5], [0.1, 0.2, 0.1], [0.2, 0.1, -0.4], [0.4, -0.5, 0.2], [-0.3, -0.5, -0.4], [0.6, -0.3, -0.3], [-0.3, -0.1, -0.4], [-0.4, -0.3, 0.4], [-0.2, 0.5, 0.1], [0.0, 0.0, 0.1], [-0.2, 0.1, -0.1], [0.2, 0.3, 0.1], [0.3, 0.0, -0.2], [-0.3, -1.0, 0.3], [0.1, 0.1, 0.0], [-0.2, 0.2, -0.2], [-0.1, -0.3, -0.4], [0.0, 0.2, 0.0], [-0.3, 0.3, 0.1], [0.6, 0.0, 0.3], [-0.2, 0.0, -0.1], [-0.1, 0.0, -0.1], [0.0, 0.0, 0.0], [0.0, 0.0, 0.0], [0.1, 0.0, 0.0], [0.2, 0.2, 0.0], [-0.1, 0.0, 0.0], [-0.1, -0.1, 0.0], [-0.1, 0.0, 0.1], [-0.1, 0.0, 0.2], [0.1, 0.1, -0.1], [0.1, -0.1, 0.1], [0.0, 0.0, 0.1], [0.1, 0.1, 0.0], [0.0, 0.0, 0.1], [0.1, 0.0, 0.0], [0.1, 0.1, 0.1], [0.1, 0.1, 0.0], [0.0, 0.2, -0.1], [-0.1, 0.0, -0.2], [-0.2, 0.0, -0.1], [0.0, -0.1, -0.1], [0.0, 0.0, 0.0], [0.0, 0.0, -0.1], [0.1, 0.0, 0.1]],
  "gap_ev": 5.3,
  "charge": 0
}

=====

{
  "formula": "C4H18O7S",
  "method": "ωB97M-V/def2-TZVPD",
  "symbols": ["O", "C", "O", "C", "C", "C", "S", "H", "H", "H", "H", "H", "H", "H", "H", "H", "H", "O", "H", "H", "O", "H", "H", "O", "H", "H", "O", "H", "H", "O"],
  "coordinates": [[-2.103137, -2.331405, 1.610685], [-1.395595, -1.584200, 1.131201], [-0.094083, -1.463373, 1.545780], [-1.928378, -0.645382, 0.105182], [-2.306012, -1.397660, -1.174254], [-1.567594, -0.789784, -2.361473], [-0.296279, -1.934196, -3.069264], [0.226672, -2.195709, 2.169130], [-2.708949, 0.140698, 0.651761], [-1.256469, 0.323253, -0.153073], [-3.406915, -1.306869, -1.367951], [-1.907306, -2.379142, -0.991718], [-2.265582, -0.580813, -3.167056], [-1.297461, 0.362193, -2.192554], [0.778047, -1.649083, -2.354262], [3.629585, 0.402801, -0.785544], [2.168311, 0.924212, -0.897239], [3.041978, 1.239851, -0.686291], [1.387320, -0.804906, 0.822513], [2.531751, -1.853958, 1.405540], [2.381818, -1.143249, 0.816391], [0.118849, 2.621602, 0.175371], [0.025900, 2.593587, -1.374121], [-0.137702, 2.046895, -0.644421], [0.701672, 1.163928, 2.992857], [-0.401711, 1.046057, 1.837625], [-0.116321, 1.405178, 2.730917], [2.010566, 2.485125, 1.811966], [2.301063, 2.390744, 0.422028], [1.885970, 2.913616, 0.990272]],
  "forces_ev_per_a": [[-3.8, -5.1, 2.9], [2.7, 3.9, -1.1], [0.8, -0.5, 0.3], [0.7, 6.0, 0.7], [-0.6, 1.7, 0.4], [0.3, 2.3, -0.5], [-0.8, 0.6, -0.4], [-1.3, 1.3, -1.2], [1.0, -2.9, -1.2], [-0.6, -2.8, 0.4], [1.0, -0.7, 0.4], [-0.7, -0.8, -0.5], [-0.1, -0.8, -0.5], [0.3, -2.7, 0.0], [0.3, 0.3, 0.5], [-1.6, 2.2, 0.5], [-0.6, -0.3, -0.2], [2.2, -2.1, -0.7], [3.1, -1.8, 0.5], [-0.4, -1.0, 0.9], [-2.0, 2.6, -1.6], [-0.2, -1.3, -1.9], [0.4, 1.3, -1.7], [0.0, 0.0, 3.5], [4.0, -1.7, 0.7], [1.3, 0.4, 1.9], [-5.4, 1.2, -2.5], [0.0, -0.4, 1.4], [3.2, -3.5, -4.1], [-3.2, 4.4, 3.1]],
  "gap_ev": 9.4,
  "e_above_lowest_kcal_mol": 52.6,
  "charge": 0
}

=====

{
  "formula": "H4P2S2",
  "method": "ωB97M-V/def2-TZVPD",
  "symbols": ["P", "P", "S", "S", "H", "H", "H", "H"],
  "coordinates": [[-1.542070, 1.393628, -0.040861], [1.166629, -0.383584, -0.020019], [-2.656926, -0.233958, 0.016658], [0.093764, -2.036662, 0.155468], [-0.609207, 1.209381, -1.079186], [-0.603004, 1.272513, 1.004209], [2.053020, -0.709043, -1.048606], [2.097792, -0.512274, 1.012338]],
  "forces_ev_per_a": [[-0.3, 0.0, 0.0], [0.4, -0.5, 0.0], [0.5, -0.2, 0.0], [-0.8, -0.1, 0.0], [0.0, 0.2, -0.3], [0.0, 0.2, 0.2], [0.2, 0.2, -0.4], [0.2, 0.3, 0.4]],
  "gap_ev": [6.8, 7.1],
  "e_above_lowest_kcal_mol": 51.8,
  "charge": 0
}

=====

{
  "formula": "C4H4N2O",
  "method": "ωB97M-V/def2-TZVPD",
  "symbols": ["O", "C", "C", "C", "N", "C", "N", "H", "H", "H", "H"],
  "coordinates": [[1.601289, 2.131885, -0.751837], [1.204204, 1.025611, -1.030152], [0.244451, 0.304328, -0.125667], [-0.418621, -0.993395, -0.350382], [-1.904750, -0.973890, 0.069229], [-1.055613, -1.204580, 0.951545], [-0.133170, 0.721246, 1.023623], [1.557017, 0.489993, -1.935014], [-0.134101, -1.772260, -1.051353], [-0.850049, -1.458083, 1.979414], [-0.127606, 1.701523, 1.237385]],
  "forces_ev_per_a": [[-0.1, -0.5, -0.3], [0.0, 0.7, 0.1], [-0.5, 0.3, 0.5], [0.4, -0.3, 0.1], [0.1, -0.2, 0.3], [-0.7, -1.5, -0.6], [0.0, 0.7, -0.4], [-0.1, 0.1, 0.1], [0.1, 0.2, 0.2], [-0.3, -0.1, -0.1], [1.1, 0.6, 0.0]],
  "gap_ev": 9.1,
  "e_above_lowest_kcal_mol": 93.4,
  "charge": 0
}

=====

{
  "formula": "C22H39F18N6O4P3",
  "method": "ωB97M-V/def2-TZVPD",
  "symbols": ["C", "C", "N", "C", "C", "N", "C", "C", "H", "H", "H", "H", "H", "H", "H", "H", "H", "H", "H", "C", "C", "N", "C", "C", "N", "C", "C", "H", "H", "H", "H", "H", "H", "H", "H", "H", "H", "H", "C", "C", "N", "C", "C", "N", "C", "C", "H", "H", "H", "H", "H", "H", "H", "H", "H", "H", "H", "C", "C", "O", "O", "H", "H", "H", "C", "C", "O", "O", "H", "H", "H", "P", "F", "F", "F", "F", "F", "F", "P", "F", "F", "F", "F", "F", "F", "P", "F", "F", "F", "F", "F", "F"],
  "coordinates": [[-0.270084, 1.484043, 2.606483], [-0.411216, -0.060582, 2.538106], [0.423917, -0.763869, 3.470899], [1.791674, -0.614846, 3.682431], [2.188872, -1.586739, 4.539705], [1.074914, -2.289271, 4.949529], [-0.014262, -1.905310, 4.201597], [0.977906, -3.322796, 5.966344], [0.673813, 1.944127, 2.898828], [-0.909931, 1.867680, 3.401161], [-0.599517, 1.916425, 1.661692], [-0.079339, -0.423246, 1.565251], [-1.422393, -0.466859, 2.561856], [2.310534, 0.216634, 3.228746], [3.172629, -1.769122, 4.946333], [-0.997950, -2.351138, 4.200695], [0.410900, -2.970131, 6.827873], [1.938113, -3.595020, 6.404532], [0.676396, -4.264407, 5.507475], [-1.835538, 8.058138, -0.454059], [-1.261798, 7.867649, -1.905173], [-1.403029, 9.088077, -2.708939], [-1.801186, 9.151465, -4.065857], [-1.636992, 10.397311, -4.526846], [-1.161881, 11.138585, -3.492094], [-1.108944, 10.318513, -2.355102], [-0.572560, 12.396890, -3.523825], [-1.536584, 8.996777, 0.012516], [-1.662653, 7.237646, 0.242372], [-2.923502, 8.111238, -0.494090], [-1.728457, 7.083219, -2.500986], [-0.194400, 7.651278, -1.948999], [-2.053604, 8.260952, -4.622366], [-1.756710, 10.893078, -5.478829], [-0.591174, 10.573889, -1.442368], [0.513111, 12.318097, -3.580586], [-0.843459, 13.022217, -2.673140], [-1.003405, 12.992976, -4.328276], [1.530777, -4.891191, -1.550147], [0.863144, -6.261812, -1.803757], [1.454460, -6.955641, -2.897400], [2.738899, -7.394727, -3.075220], [2.901365, -7.968760, -4.365319], [1.656077, -7.943949, -4.935636], [0.819184, -7.228308, -4.091475], [1.367002, -8.541823, -6.238231], [2.579996, -5.037320, -1.293461], [1.077993, -4.337139, -0.727890], [1.451040, -4.211719, -2.398720], [-0.204806, -6.150172, -1.991158], [1.002690, -6.905085, -0.934954], [3.444571, -7.452500, -2.259692], [3.714299, -8.379179, -4.945910], [-0.169198, -6.940623, -4.418187], [1.150193, -7.671252, -6.857255], [0.552311, -9.265315, -6.269015], [2.224958, -9.041316, -6.688243], [3.596408, 4.915197, 1.234677], [4.187778, 3.736214, 0.483382], [3.414437, 3.028647, -0.210406], [5.334149, 3.405813, 0.724555], [4.215458, 5.795661, 1.062423], [3.633794, 4.570521, 2.268066], [2.563449, 5.112551, 0.948080], [-1.383496, 1.270332, -3.677419], [-1.457692, 2.341138, -4.696932], [-2.507803, 3.023152, -4.949980], [-0.328937, 2.555715, -5.265156], [-0.435583, 1.313649, -3.141049], [-1.567940, 0.270980, -4.071578], [-2.105081, 1.443393, -2.878999], [-3.905252, -6.188914, 2.484765], [-2.230160, -6.065092, 2.678016], [-3.859143, -4.569450, 2.178808], [-3.717083, -6.528858, 0.863114], [-5.522184, -6.296441, 2.433143], [-3.728318, -7.759828, 2.897473], [-4.027068, -5.845420, 3.998886], [5.834059, -6.258849, 2.891620], [5.523907, -7.711805, 2.297026], [5.759027, -6.862454, 4.378381], [7.424422, -6.547744, 2.666930], [6.212694, -4.814206, 3.497646], [5.858798, -5.804739, 1.393001], [4.323255, -5.807114, 3.118187], [-6.822174, 1.478791, 3.854775], [-7.919433, 0.353086, 4.124931], [-6.132031, 1.284491, 5.317587], [-5.896853, 0.323853, 3.205554], [-5.639312, 2.547867, 3.561080], [-7.405143, 1.660907, 2.342042], [-7.818115, 2.603219, 4.416147]],
  "forces_ev_per_a": [[-1.0, -0.2, 0.7], [0.6, 0.8, -1.7], [-0.4, -3.9, 2.7], [-1.3, 0.1, -0.3], [-0.1, 0.4, 0.7], [-1.4, 0.1, -1.8], [3.3, 3.1, -0.2], [0.9, -0.8, 0.4], [0.5, -0.8, -0.5], [-0.5, -0.1, -0.1], [0.1, -0.1, 0.1], [0.2, 0.3, -0.3], [-0.1, 0.5, 0.6], [0.2, -0.3, -0.1], [-0.2, -0.1, 0.0], [0.0, 0.1, 0.1], [-0.5, -0.2, -0.4], [0.4, 0.5, -0.4], [-0.7, 0.2, 0.2], [-0.6, -0.1, -0.9], [0.0, -0.3, 0.9], [-1.2, 1.2, -2.0], [0.2, -1.9, 0.5], [0.4, 0.8, 0.0], [-0.8, -2.9, 3.5], [1.2, 1.1, -2.0], [0.4, 2.7, -0.1], [0.4, -0.1, -0.1], [0.6, -0.1, -0.4], [-0.1, 0.0, -0.3], [-0.2, -0.1, 0.4], [0.0, -0.1, 0.4], [-0.2, 0.0, 0.3], [-0.2, -0.5, -0.1], [-0.3, 0.2, 0.0], [-0.1, 0.2, -0.2], [0.1, -0.4, 0.4], [0.4, -0.3, -0.4], [0.0, -0.1, -0.1], [-0.2, 1.4, 1.8], [0.0, -1.5, -5.2], [1.3, -1.3, -1.2], [-1.3, 0.7, 2.3], [-0.4, 1.2, 2.0], [1.1, -1.2, -0.2], [-0.4, 1.1, -0.8], [0.0, 0.1, -0.1], [-0.2, -0.5, 0.1], [0.1, -0.2, -0.2], [0.1, -0.1, 0.0], [-0.2, 0.1, 0.1], [0.0, 0.5, -0.1], [0.2, 0.0, 0.6], [-0.1, 0.0, 0.5], [-0.3, -0.4, -0.5], [-0.1, 0.3, 0.5], [0.2, 0.2, 0.6], [-0.1, 0.2, -0.1], [-1.9, -1.9, -0.9], [-1.0, 0.6, -0.3], [2.9, 0.5, 0.9], [0.0, 0.1, 0.4], [0.0, 0.5, 0.2], [0.0, 0.0, 0.0], [-0.7, -0.5, 1.9], [1.2, 2.6, -2.5], [0.6, -1.2, 0.9], [-1.1, -0.3, 0.3], [0.3, -0.2, -0.5], [0.1, 0.0, -0.1], [-0.5, -0.1, -0.1], [2.0, 0.5, -0.5], [-0.5, -0.3, -0.8], [-0.7, -0.9, -0.7], [-0.4, 0.2, 1.5], [0.7, -0.1, -1.0], [-0.6, 0.0, -0.9], [-0.3, 0.5, 2.3], [1.3, -0.1, 0.9], [-1.0, -1.2, 0.4], [1.0, -0.5, 0.5], [0.4, -0.4, 1.2], [0.7, 0.6, -0.2], [-0.9, 2.0, -1.9], [-1.6, -0.4, -1.0], [1.0, -0.8, -1.3], [-0.6, -0.3, 0.8], [-0.6, -0.3, 0.1], [0.9, -0.4, 0.5], [-0.3, 0.7, -0.3], [-0.4, 0.9, 0.1], [0.1, 0.4, 0.1]],
  "gap_ev": 3.5,
  "charge": -2
}

=====

{
  "formula": "C7H14N3",
  "method": "ωB97M-V/def2-TZVPD",
  "symbols": ["C", "C", "C", "C", "C", "C", "C", "N", "N", "N", "H", "H", "H", "H", "H", "H", "H", "H", "H", "H", "H", "H", "H", "H"],
  "coordinates": [[1.846848, -0.713884, 1.435388], [-0.883768, 0.123335, -0.782430], [2.823970, 0.107622, 0.789561], [2.444442, 0.802520, -0.589535], [1.108393, 1.544321, -0.598714], [-1.982563, -0.552737, 1.220888], [-2.760953, -1.387258, -1.074996], [0.982473, -1.160662, 2.068144], [-0.086830, 0.874730, -0.016982], [-1.861841, -0.525826, -0.231208], [2.823517, 1.023959, 1.329068], [3.662063, -0.521412, 0.593024], [3.161302, 1.504979, -0.893700], [2.467696, -0.017020, -1.362849], [1.362918, 2.470564, 0.151039], [0.980556, 1.868136, -1.538512], [-1.040673, -0.673136, 1.634968], [-2.622078, 0.207798, 1.409205], [-2.639403, -1.380194, 1.432798], [-3.695739, -1.404997, -0.635139], [-2.850246, -0.824556, -1.985879], [-2.404805, -2.327482, -1.526860], [-0.874944, 0.032910, -1.775206], [0.039657, 0.928292, 0.947917]],
  "forces_ev_per_a": [[-2.3, -0.5, 1.1], [-0.8, 0.4, 5.8], [-0.8, 1.2, -2.4], [-1.9, -4.0, -0.3], [1.7, 1.0, 5.4], [-1.4, -2.5, -2.3], [2.2, 1.4, -1.6], [1.3, 0.1, -0.9], [2.0, 0.9, -4.1], [0.0, -2.1, -0.9], [1.4, 0.3, 1.6], [1.3, 0.4, 0.5], [1.3, 0.9, 0.0], [-0.2, 0.8, 0.4], [-1.2, -1.8, -2.0], [-1.0, 1.5, -3.3], [1.3, 0.1, 1.4], [-1.2, 3.2, 1.6], [0.3, -0.8, 0.3], [-1.8, -0.5, 0.9], [-0.6, 0.6, -0.5], [0.3, -0.1, 1.5], [1.0, 0.3, -3.9], [-1.1, -0.8, 1.8]],
  "gap_ev": 10.8,
  "e_above_lowest_kcal_mol": 73.7,
  "charge": 1
}

=====

Which strongest force on any atom belongs to each record? In order, 1.8 7.0 0.8 1.7 5.4 5.9 eV/Å.
Which DFT total energy belongs to each record? In order, -25433.7789 -29605.4273 -40310.6602 -9236.4374 -117372.2303 -11947.7214 eV.